# 1
ORCA calculation (ωB97M-V with the def2-TZVPD basis set) on a structure of composition C28H32AsN4S3V.

## Properties
multiplicity = 4
HOMO level (spin up / spin down) = -4.0 / -4.8 eV
frontier orbital gap (spin up / spin down) = 6.4 / 7.2 eV
expectation value of S² = 3.7652
total charge = -1

Last column: Löwdin spin population.
Positions of all 69 atoms, in Å:
V1 0.98346 -0.06656 -0.59415  2.79
S1 0.78899 2.36577 -1.16288  0.01
C1 1.44333 2.63589 0.41578  0.02
S2 2.22440 1.30017 1.17646  0.01
C2 1.22588 3.83737 1.08862  0.01
C3 1.56995 4.00074 2.45924  0.00
N1 1.81908 4.17103 3.57400  0.00
C4 0.50442 4.90643 0.48487  0.00
N2 -0.07754 5.78445 0.01183  0.00
C5 1.66954 -2.89658 0.65471  0.01
N3 0.88867 -3.71079 -0.23733  0.00
C6 -0.52925 -3.72861 0.05788  0.00
C7 1.20970 -3.54622 -1.66083  0.00
C8 0.28385 -2.65861 -2.47666  0.01
C9 -0.36094 -3.25369 -3.56231  0.00
C10 -1.23700 -2.53400 -4.36255  0.02
C11 -1.48586 -1.20584 -4.05153  0.00
C12 -0.84810 -0.62309 -2.96025  0.02
C13 0.06763 -1.30540 -2.13909  0.00
H1 1.32891 -3.03743 1.68115  0.00
H2 1.65836 -1.80356 0.47443  0.01
H3 2.72333 -3.18030 0.59942  0.00
H4 -0.67579 -4.04617 1.09325  0.00
H5 -1.02399 -4.45144 -0.59400  0.00
H6 -1.02075 -2.75830 -0.09150  0.00
H7 1.22492 -4.54102 -2.12209  0.00
H8 2.23312 -3.16356 -1.70700  0.00
H9 -0.17430 -4.30152 -3.78418  0.00
H10 -1.72280 -3.00744 -5.20816  0.00
H11 -2.17373 -0.62247 -4.65501  0.00
H12 -1.06866 0.42030 -2.74349  0.00
C14 2.54279 0.50145 -3.96568  0.00
As1 3.09425 0.00637 -2.16415  0.02
C15 4.30057 -1.46322 -2.65054  0.00
C16 4.42188 1.39088 -1.82875  0.00
H13 3.40935 0.61011 -4.61939  0.00
H14 2.00030 1.44429 -3.90744  0.00
H15 1.87143 -0.26641 -4.34869  0.00
H16 5.08345 -1.10369 -3.31949  0.00
H17 3.72764 -2.23909 -3.15827  0.00
H18 4.75826 -1.88809 -1.75731  0.00
H19 5.10448 1.48889 -2.67379  0.00
H20 4.97535 1.14824 -0.92297  0.00
H21 3.88951 2.32652 -1.66332  0.00
N4 -0.84685 -0.07949 0.59691  0.02
S3 -0.99201 1.15644 1.58432  0.01
C17 -1.12822 0.56415 3.27214  0.00
C18 -0.92457 1.47998 4.29469  0.00
C19 -0.97132 1.04262 5.60894  0.00
C20 -1.20435 -0.29876 5.88901  0.00
C21 -1.37463 -1.20953 4.85522  0.00
C22 -1.32797 -0.77851 3.53625  0.00
C23 -2.62519 1.85740 1.38004  0.00
C24 -3.76872 1.31128 1.94741  0.00
C25 -4.99737 1.89982 1.69157  0.00
C26 -5.07427 3.02606 0.88086  0.00
C27 -3.92489 3.56601 0.32180  0.00
C28 -2.69093 2.98214 0.56803  0.00
H22 -1.71162 -0.59519 0.47317  0.00
H23 -0.69786 2.51521 4.06407  0.00
H24 -0.80235 1.74597 6.41374  0.00
H25 -1.23060 -0.63785 6.91693  0.00
H26 -1.53009 -2.25853 5.07381  0.00
H27 -1.41253 -1.47607 2.71126  0.00
H28 -3.69606 0.44501 2.59360  0.00
H29 -5.89536 1.48397 2.13059  0.00
H30 -6.03576 3.48563 0.68931  0.00
H31 -3.97904 4.44780 -0.30291  0.00
H32 -1.78551 3.38866 0.13038  0.00

# 2
ORCA calculation (ωB97M-V with the def2-TZVPD basis set) on a cluster of 2 separate species, C28H32BFNO4 in total at a distorted geometry.

## Properties
HOMO level = -11.2 eV
frontier orbital gap = 6.9 eV
total charge = +1

Last column: Löwdin charge in e.
Positions of all 67 atoms, in Å:
C1 6.14991 -0.81862 1.34660  -0.11
C2 7.07168 -1.07388 0.12821  -0.25
C3 6.38074 -1.77970 -1.07340  -0.20
C4 7.02967 -1.38094 -2.42844  -0.20
C5 6.28936 -0.30200 -3.23998  -0.19
C6 6.39373 1.13470 -2.65580  -0.17
C7 5.00257 1.80587 -2.43449  -0.16
C8 4.33377 1.09509 -1.24987  -0.08
N1 2.95841 1.61233 -0.93406  0.07
C9 1.93348 0.73073 -0.85320  0.05
C10 0.65024 1.09556 -0.60587  -0.01
B1 -0.45575 -0.06093 -0.56379  -0.63
O1 -1.59380 0.14049 -1.31112  0.19
O2 -0.27655 -1.22254 0.13064  0.04
C11 -0.25492 -2.35515 -0.76756  -0.02
C12 0.40001 2.46740 -0.40866  0.05
C13 1.43845 3.35574 -0.46376  0.07
C14 2.70292 2.89193 -0.72254  -0.24
F1 3.67852 3.76808 -0.75067  0.18
H1 6.19282 -1.64776 2.05787  0.07
H2 6.48325 0.10038 1.84542  0.07
H3 5.09394 -0.66349 1.08660  0.05
H4 7.60313 -0.16058 -0.15860  0.09
H5 7.85505 -1.75881 0.47593  0.11
H6 6.59098 -2.84896 -0.94497  0.11
H7 5.28830 -1.68442 -1.05400  0.09
H8 8.07821 -1.11562 -2.25625  0.12
H9 7.03669 -2.28647 -3.05023  0.11
H10 5.24706 -0.56474 -3.46607  0.11
H11 6.79233 -0.25989 -4.21583  0.11
H12 6.92646 1.81851 -3.32482  0.12
H13 6.91710 1.17936 -1.69448  0.10
H14 4.35115 1.65874 -3.30488  0.13
H15 5.20778 2.86082 -2.24562  0.11
H16 4.16601 0.06587 -1.57218  0.10
H17 4.94395 1.08847 -0.34287  0.13
H18 2.18944 -0.31242 -1.00838  0.15
H19 -1.74542 1.09423 -1.35084  0.11
H20 0.65384 -2.36308 -1.38804  0.09
H21 -1.11638 -2.35679 -1.44499  0.10
H22 -0.26664 -3.28365 -0.19488  0.10
H23 -0.60802 2.81830 -0.20104  0.14
H24 1.30563 4.42383 -0.32801  0.15
C15 -10.53995 -0.09337 2.70994  -0.05
C16 -10.44164 0.82106 1.66590  -0.05
C17 -9.22176 1.04362 1.04917  0.00
C18 -8.09124 0.36095 1.48120  -0.09
C19 -8.18582 -0.54029 2.54541  -0.08
C20 -9.41529 -0.77195 3.14932  0.00
C21 -6.97875 -1.24552 3.05458  -0.28
O3 -7.05706 -2.03126 3.97486  0.11
C22 -5.66466 -0.95852 2.41266  -0.08
C23 -4.51547 -1.56371 2.90877  0.01
C24 -3.29030 -1.31496 2.31262  -0.04
C25 -3.20978 -0.46734 1.21168  -0.06
C26 -4.35078 0.14092 0.71831  0.00
C27 -5.57962 -0.09409 1.32123  -0.08
C28 -6.79184 0.59595 0.79885  -0.28
O4 -6.71440 1.33756 -0.15998  0.10
H25 -11.49617 -0.27203 3.18437  0.11
H26 -11.31978 1.35877 1.33261  0.11
H27 -9.14697 1.75078 0.23404  0.12
H28 -9.49153 -1.47885 3.96454  0.12
H29 -4.57951 -2.22532 3.76240  0.12
H30 -2.39481 -1.78289 2.70260  0.11
H31 -2.25302 -0.27866 0.73957  0.06
H32 -4.28891 0.80316 -0.13575  0.11